Density functional theory data (the ωB97M-V functional and the def2-TZVPD basis) for C33H48GeNO2PPtSb as an isolated structure at a distorted geometry.

Its multiplicity is 3. The value obtained for the molecular weight is 911.17 g/mol. Its charge is +1. As for the expectation value of S²: 2.0285. For the calculated total energy, the calculation gives -4268.497170 Eh. The value obtained for the frontier orbital gap (spin up / spin down) is 6.543 / 5.808 eV.

```
88
Properties=species:S:1:pos:R:3:forces:R:3:mulliken_charge:R:1
Pt 0.2102 -0.0731 0.2434 -1.3 1.8 0.1 1.67
C -2.3428 5.9793 0.1010 -0.2 0.3 -0.1 -1.04
C -1.1855 5.9519 1.1000 0.1 0.4 0.0 -0.62
C -0.0604 4.9845 0.6999 0.0 0.4 0.3 -0.79
C -0.5040 3.5185 0.6851 1.0 1.6 0.5 -0.36
Ge 1.0002 2.3583 0.2434 0.1 -0.7 0.3 0.63
C 1.7146 2.8113 -1.5205 0.3 0.4 -0.4 -0.07
C 0.6527 2.7386 -2.6236 0.2 -0.2 -0.1 -1.10
C 0.1106 1.3165 -2.8302 -0.1 0.2 -0.3 1.58
C -0.9140 1.2811 -3.9603 -0.2 -0.3 -0.2 -1.64
H -3.0919 6.7312 0.4272 0.4 -0.4 -0.3 0.32
H -2.8506 4.9952 0.0465 0.8 2.0 -0.6 0.08
H -1.9732 6.2608 -0.9079 -0.3 -0.2 0.5 0.30
H -1.5708 5.6854 2.1082 0.3 0.2 -0.5 0.31
H -0.7561 6.9758 1.1534 -0.2 -0.6 0.2 0.37
H 0.7608 5.0927 1.4416 -0.3 -0.1 -0.5 0.36
H 0.3330 5.2709 -0.2996 -0.1 -0.1 0.5 0.37
H -1.2953 3.3504 -0.0727 1.2 1.7 0.2 -0.07
H -0.8897 3.2282 1.6853 0.2 0.4 -0.6 0.32
H 2.1178 2.5266 1.3036 0.0 0.0 0.0 -0.16
H 2.5614 2.1332 -1.7585 -1.1 1.1 0.1 -0.37
H 2.1046 3.8495 -1.4683 0.0 -0.5 0.1 0.59
H 1.1214 3.0806 -3.5722 -0.4 0.0 0.4 0.54
H -0.1807 3.4325 -2.3786 0.3 -0.3 -0.3 0.12
H -0.3791 0.9520 -1.9025 0.5 0.1 -0.8 -0.80
H 0.9491 0.6321 -3.0839 -0.4 0.3 0.3 -0.22
H -1.7744 1.9419 -3.7209 0.4 -0.3 -0.2 0.29
H -1.2877 0.2437 -4.0917 0.1 0.7 0.0 0.37
H -0.4504 1.6154 -4.9128 -0.4 -0.1 0.5 0.44
C 1.8934 -6.9162 0.1227 -0.1 0.1 0.0 -0.58
C 0.5936 -6.4512 0.3018 0.1 0.3 0.1 -0.75
C 0.3395 -5.0770 0.3311 0.2 -0.1 -0.1 -0.35
C 1.3796 -4.1447 0.1804 -0.4 -1.1 -0.5 0.72
C 2.6826 -4.6341 0.0035 0.1 -0.1 -0.1 -0.09
C 2.9378 -6.0083 -0.0265 -0.2 0.4 0.1 -0.81
P 0.9555 -2.3670 0.2434 2.0 -0.3 0.7 0.49
C 2.0535 -1.5882 -0.9858 0.5 -0.9 -0.5 0.03
C 2.2637 -2.1888 -2.2397 0.3 0.2 -0.3 -1.05
C 3.0687 -1.5835 -3.2094 -0.4 -0.2 0.4 -0.79
C 3.6616 -0.3518 -2.9525 -0.1 0.1 0.4 -0.83
C 3.4371 0.2802 -1.7331 0.3 0.3 0.2 -0.90
C 2.6297 -0.3268 -0.7655 2.3 -2.6 -4.1 0.59
C 1.6515 -1.9346 1.8746 0.3 0.3 0.7 1.23
C 0.7520 -1.6565 2.9182 0.6 -0.2 0.3 -0.27
C 1.2095 -1.3378 4.1998 0.3 -0.1 -0.3 -0.79
C 2.5757 -1.2919 4.4601 -0.2 0.0 0.0 -0.58
C 3.4831 -1.5655 3.4402 -0.2 -0.1 -0.4 -0.84
C 3.0240 -1.8866 2.1591 0.3 0.1 0.1 -0.49
H 2.0925 -7.9843 0.1021 0.0 0.2 0.0 0.40
H -0.2247 -7.1561 0.4222 0.1 0.1 0.0 0.44
H -0.6854 -4.7411 0.4768 0.1 0.0 -0.1 0.23
H 3.5211 -3.9530 -0.1164 -0.1 0.0 0.0 0.25
H 3.9547 -6.3664 -0.1642 -0.2 0.1 0.0 0.42
H 1.7958 -3.1413 -2.4828 0.1 0.2 0.3 0.52
H 3.2221 -2.0735 -4.1675 0.0 0.1 0.2 0.47
H 4.2844 0.1218 -3.7065 0.0 0.0 0.2 0.44
H 3.8806 1.2523 -1.5345 0.3 -0.6 0.0 0.88
H 2.4531 0.2096 0.1649 13.0 6.8 -0.2 3.68
H -0.3219 -1.6914 2.7444 1.1 0.0 0.3 0.20
H 0.4965 -1.1306 4.9935 0.1 0.0 -0.2 0.53
H 2.9330 -1.0474 5.4568 0.0 0.0 -0.2 0.41
H 4.5509 -1.5343 3.6399 -0.2 0.0 -0.1 0.45
H 3.7595 -2.0981 1.3874 -0.1 0.0 0.0 0.30
C -3.6153 3.0066 0.0936 -0.5 0.0 -0.2 -1.33
Sb -2.0225 1.5497 0.2434 -3.5 -3.3 1.1 0.54
C -2.3131 1.2273 2.3628 0.3 0.6 0.5 -1.23
C -3.2813 -0.1091 -0.3433 -3.5 2.8 -1.2 -0.87
H -4.5211 2.6234 0.6067 0.6 0.0 -0.3 0.52
H -3.8470 3.1906 -0.9752 0.1 0.0 0.6 0.39
H -3.2940 3.9545 0.5721 -0.7 -1.8 0.1 0.48
H -3.3937 1.0997 2.5779 0.6 0.1 -0.2 0.39
H -1.9261 2.1028 2.9242 -0.4 -0.4 -0.3 0.60
H -1.7641 0.3156 2.6754 -0.4 1.3 -0.2 0.28
H -4.2396 -0.0677 0.2135 0.3 0.2 -0.3 0.53
H -2.7630 -1.0630 -0.1163 -5.9 6.1 0.0 -1.14
H -3.4845 -0.0487 -1.4326 -0.1 0.2 0.7 0.43
O -1.8119 -1.3814 2.4989 -1.4 -0.8 -0.8 -0.70
C -2.0836 -1.6622 1.3352 0.0 -1.4 3.0 0.32
C -3.2477 -2.5329 0.9909 -0.8 -0.7 0.4 -0.94
C -3.1968 -2.6029 -0.5041 -1.0 -2.6 -0.6 -0.49
C -2.0093 -1.7644 -0.8484 1.2 -3.5 -6.7 0.88
O -1.6583 -1.5927 -2.0121 0.6 0.0 1.2 -0.58
N -1.4342 -1.2683 0.2434 5.8 -2.0 3.7 -0.25
H -4.1770 -2.0762 1.3445 0.2 -0.2 0.2 0.38
H -3.1277 -3.5199 1.4478 0.0 0.3 0.2 0.46
H -4.0986 -2.1841 -0.9610 0.4 -0.4 -0.2 0.36
H -3.0493 -3.6278 -0.8577 0.0 0.1 -0.1 0.42
H 1.9280 -0.0731 0.2434 -12.4 -5.1 3.0 -3.41
```
Positions in Å, forces in eV/Å.